The following is a quantum chemistry calculation of 9 unconnected molecules or ions with the total composition C34H70N2O20S3 at a distorted geometry, from OMol25.

XYZ file:
```
129
Properties=species:S:1:pos:R:3:mulliken_charge:R:1
O 1.48 7.09 -3.73 -0.67
S 0.73 6.18 -4.62 1.13
O 0.55 6.51 -6.02 -0.66
C 1.50 4.54 -4.58 -0.72
C 0.48 3.46 -4.07 -0.23
C -0.50 4.25 -3.13 -0.04
C -0.81 5.61 -3.89 -0.93
H 2.37 4.62 -3.93 0.28
H 1.89 4.37 -5.58 0.46
H -0.11 2.99 -4.86 0.43
H 1.00 2.68 -3.51 -0.12
H 0.02 4.58 -2.23 0.10
H -1.22 3.54 -2.73 0.09
H -1.48 6.33 -3.41 0.48
H -1.28 5.36 -4.84 0.39
O -1.04 -0.18 2.67 -0.70
S -0.24 -0.09 1.37 0.93
O 0.92 -1.00 1.09 -0.30
C -1.39 -0.28 -0.02 0.33
C -1.70 1.21 -0.47 0.52
C -0.42 2.06 -0.33 -0.08
C 0.10 1.79 1.04 -0.63
H -2.19 -1.00 0.17 -0.48
H -0.94 -0.90 -0.80 0.17
H -2.16 1.44 -1.43 -0.85
H -2.37 1.68 0.26 0.08
H -0.75 3.09 -0.43 0.50
H 0.20 1.77 -1.17 -0.14
H -0.43 2.42 1.75 0.27
H 1.17 1.78 1.27 0.13
O 0.31 -4.72 2.54 -0.60
S 1.67 -4.58 2.16 1.05
O 2.07 -4.52 0.78 -0.60
C 2.39 -3.22 3.14 -0.10
C 3.37 -3.73 4.21 -0.69
C 3.16 -5.31 4.36 -0.74
C 2.79 -5.86 2.94 -0.74
H 1.64 -2.47 3.39 0.41
H 2.91 -2.56 2.44 -0.12
H 4.42 -3.63 3.96 0.31
H 3.22 -3.27 5.18 0.34
H 2.35 -5.55 5.05 0.31
H 3.97 -5.78 4.91 0.42
H 2.32 -6.84 3.00 0.43
H 3.72 -5.92 2.38 0.31
C -3.28 -3.98 1.22 -1.05
C -3.66 -3.53 -0.22 0.70
O -4.97 -3.72 -0.63 -0.36
C -5.94 -2.89 -0.13 0.72
O -5.78 -1.96 0.61 -0.43
O -7.21 -3.24 -0.65 -0.38
C -8.39 -2.54 -0.22 -0.70
H -4.05 -4.57 1.73 0.35
H -3.13 -3.06 1.78 -0.01
H -2.24 -4.25 1.40 0.45
H -3.05 -4.01 -0.98 0.44
H -3.34 -2.51 -0.45 -0.50
H -9.15 -3.26 0.09 0.28
H -8.81 -2.11 -1.13 0.27
H -8.18 -1.80 0.55 0.31
C 5.52 -3.07 -2.34 -1.02
C 5.25 -1.84 -3.22 -0.42
O 3.88 -1.67 -2.86 -0.14
C 2.96 -1.56 -3.74 0.74
O 3.15 -1.28 -4.93 -0.67
O 1.78 -1.76 -3.17 -0.17
C 0.60 -1.76 -4.03 -0.40
H 5.26 -2.87 -1.30 0.20
H 6.54 -3.44 -2.34 0.40
H 4.88 -3.93 -2.58 0.30
H 5.33 -2.13 -4.27 0.39
H 5.87 -0.94 -3.18 0.31
H -0.16 -1.28 -3.41 -0.01
H 0.19 -2.76 -4.14 0.11
H 0.74 -1.27 -4.99 0.41
C 7.09 4.42 4.82 -1.41
C 5.85 4.01 4.14 0.17
O 4.75 4.73 4.43 -0.31
C 3.50 4.19 3.98 0.68
O 3.32 3.13 3.28 -0.51
O 2.60 5.06 4.32 -0.33
C 1.21 4.89 4.01 -0.26
H 7.00 4.12 5.87 0.35
H 7.37 5.46 4.66 0.34
H 7.91 3.83 4.41 0.37
H 5.49 3.04 4.49 0.30
H 6.12 4.15 3.09 0.11
H 1.07 5.91 3.65 0.30
H 0.58 4.58 4.85 0.28
H 1.01 4.20 3.20 -0.04
C -5.04 0.67 -2.20 -0.92
C -3.85 0.74 -3.28 -0.24
O -3.11 -0.51 -3.23 -0.01
C -3.57 -1.66 -3.73 0.55
O -4.68 -1.93 -4.19 -0.62
O -2.56 -2.46 -4.02 -0.17
C -2.54 -3.79 -4.42 -0.75
H -4.68 0.75 -1.18 0.13
H -5.65 -0.22 -2.10 0.34
H -5.82 1.40 -2.43 0.44
H -3.25 1.63 -3.15 0.06
H -4.31 0.91 -4.26 0.45
H -3.11 -4.36 -3.68 0.29
H -1.55 -4.24 -4.42 0.31
H -2.99 -4.05 -5.38 0.29
C 3.75 -0.12 -0.03 -1.37
N 3.40 0.99 -1.03 0.29
C 3.55 2.30 -0.96 0.52
C 4.27 2.88 0.19 -1.06
O 3.11 3.01 -1.85 -0.65
H 4.76 -0.50 0.03 0.40
H 3.29 -1.05 -0.34 0.34
H 3.39 -0.01 0.99 0.46
H 2.89 0.60 -1.81 -0.01
H 3.73 3.78 0.49 0.22
H 5.28 3.17 -0.10 0.44
H 4.49 2.20 1.01 0.37
C -4.91 -1.78 4.39 -0.79
N -5.71 -0.54 4.47 -0.17
C -5.42 0.48 3.74 0.46
C -4.16 0.62 2.83 -0.10
O -6.24 1.37 3.75 -0.72
H -4.80 -2.14 5.41 0.41
H -3.84 -1.65 4.24 0.22
H -5.26 -2.43 3.59 0.25
H -6.60 -0.42 4.94 0.24
H -4.42 1.05 1.86 0.10
H -3.81 -0.40 2.69 -0.41
H -3.22 1.00 3.24 0.48
```

## Properties
Frontier orbital gap: 9.272 eV
Energy: -4146.16312 a.u.
Max |F|: 5.2 eV Å⁻¹
SMILES: O=S1(=O)CCCC1.O=S1(=O)CCCC1.O=S1(=O)CCCC1.CCOC(=O)OC.CCOC(=O)OC.CCOC(=O)OC.CCOC(=O)OC.CNC(C)=O.CNC(C)=O

***

The following is a quantum chemistry calculation of a molecular structure, C2H3I2NO at a distorted geometry, from OMol25.

XYZ file:
```
9
Properties=species:S:1:pos:R:3:nbo_charge:R:1
C 0.90 0.12 -1.24 0.37
C 0.07 -0.65 0.60 -0.29
N -0.46 0.41 1.17 -0.76
O 0.50 1.26 -1.40 -0.53
I -1.22 -2.22 0.21 0.19
I -2.30 1.17 0.39 0.24
H 1.32 -0.50 -2.00 0.13
H 1.08 -0.85 1.18 0.25
H 0.12 1.26 1.09 0.41
```

## Properties
Frontier orbital gap (spin up / spin down): 7.322 / 7.322 eV
Energy: -803.25788 a.u.
Max |F|: 5.7 eV Å⁻¹